[1]
{
  "formula": "C6H11N",
  "method": "ωB97M-V/def2-TZVPD",
  "e_above_lowest_kj_mol": 116.4,
  "smiles": "C=CC/C(C)=C/N",
  "mol_weight_g_mol": 97.161,
  "total_charge": 0,
  "elements": ["N", "C", "C", "C", "C", "C", "C", "H", "H", "H", "H", "H", "H", "H", "H", "H", "H", "H"],
  "coordinates": [[-0.57, 2.10, -2.01], [-0.02, -1.13, 1.52], [0.15, -0.81, -1.59], [0.78, -0.08, 0.79], [-0.21, -1.09, 2.83], [-0.13, 1.52, -0.81], [0.29, 0.29, -0.57], [1.01, -1.49, -1.60], [-1.42, 2.64, -1.87], [-0.79, 1.41, -2.72], [0.82, 0.80, 1.44], [-0.37, -1.99, 0.95], [1.81, -0.46, 0.76], [-0.67, -1.86, 3.43], [0.06, -0.20, 3.38], [-0.04, 2.23, 0.01], [0.01, -0.46, -2.61], [-0.73, -1.41, -1.33]]
}



[2]
{
  "formula": "C4H11N3",
  "method": "ωB97M-V/def2-TZVPD",
  "e_above_lowest_kj_mol": 177.5,
  "smiles": "C=C(C)C(N)(N)N",
  "mol_weight_g_mol": 101.153,
  "total_charge": 0,
  "elements": ["N", "N", "N", "C", "C", "C", "C", "H", "H", "H", "H", "H", "H", "H", "H", "H", "H", "H"],
  "coordinates": [[1.12, 1.33, 0.70], [-1.08, 0.89, 1.05], [-0.33, 1.37, -1.07], [1.44, -1.20, -0.56], [-0.91, -1.69, -0.01], [-0.02, 0.72, 0.14], [0.25, -0.73, -0.16], [-2.04, 0.65, 0.82], [2.31, -0.56, -0.71], [1.49, 2.20, 0.34], [1.60, -2.26, -0.77], [-1.20, -1.79, 1.04], [-1.77, -1.35, -0.59], [-0.65, -2.69, -0.37], [-0.11, 0.95, -1.97], [-0.96, 2.17, -1.11], [-0.92, 1.19, 2.00], [1.78, 0.79, 1.26]]
}



[3]
{
  "formula": "C29H24F6N4O5PS3W",
  "method": "ωB97M-V/def2-TZVPD",
  "e_above_lowest_kj_mol": 0.0,
  "mol_weight_g_mol": 933.537,
  "total_charge": 3,
  "elements": ["W", "S", "S", "S", "P", "F", "F", "F", "F", "F", "F", "O", "O", "O", "O", "O", "N", "N", "N", "N", "C", "C", "C", "C", "C", "C", "C", "C", "C", "C", "C", "C", "C", "C", "C", "C", "C", "C", "C", "C", "C", "C", "C", "C", "C", "C", "C", "C", "C", "H", "H", "H", "H", "H", "H", "H", "H", "H", "H", "H", "H", "H", "H", "H", "H", "H", "H", "H", "H", "H", "H", "H", "H"],
  "coordinates": [[-0.01, -0.29, -1.55], [2.10, -0.23, -2.45], [-0.61, -3.37, -2.59], [-2.44, -1.32, -2.82], [-0.33, -0.55, 1.85], [-1.58, -5.63, -1.78], [-4.72, -0.86, -3.97], [-3.50, -2.33, -5.00], [-3.00, -0.23, -5.13], [-1.23, -4.18, -0.20], [0.44, -5.20, -1.12], [-3.09, -0.68, -1.72], [0.29, -2.37, -1.89], [-1.17, -0.51, -3.19], [-0.41, -0.67, 0.23], [-0.10, -3.87, -3.80], [-2.09, -2.80, -2.60], [3.93, 1.75, -2.41], [1.92, 2.57, -2.26], [-0.32, 1.83, -1.75], [1.24, -3.35, 4.25], [1.71, 1.25, 1.36], [0.51, -2.00, 2.40], [0.51, 2.77, -2.25], [5.04, 0.80, -2.57], [-3.52, -1.18, -4.39], [-1.98, -0.44, 2.43], [-2.67, -1.62, 2.74], [2.64, 1.42, -2.38], [-3.98, 0.84, 2.84], [2.20, 3.13, 2.77], [0.51, -2.27, 3.77], [-4.00, -1.56, 3.10], [2.50, 2.34, 1.66], [1.97, -4.14, 3.37], [0.04, 3.98, -2.74], [1.97, -3.87, 2.01], [-2.65, 0.79, 2.47], [-0.77, -4.72, -1.32], [0.33, 1.72, 3.29], [-4.65, -0.34, 3.16], [4.06, 3.12, -2.29], [0.61, 0.94, 2.17], [1.25, -2.79, 1.52], [1.13, 2.81, 3.59], [-1.30, 4.29, -2.61], [-2.14, 3.39, -1.98], [2.82, 3.63, -2.19], [-1.62, 2.18, -1.59], [-5.69, -0.29, 3.46], [4.96, 0.01, -1.84], [-4.53, -2.47, 3.35], [2.53, -4.98, 3.75], [5.03, 0.39, -3.58], [5.02, 3.60, -2.29], [-4.49, 1.79, 2.89], [-2.16, -2.58, 2.70], [-0.51, 1.47, 3.94], [3.36, 2.57, 1.05], [-1.68, 5.23, -2.99], [0.71, 4.66, -3.24], [1.24, -3.57, 5.31], [-3.19, 3.60, -1.82], [-2.26, 1.42, -1.17], [-2.12, 1.71, 2.23], [5.97, 1.35, -2.41], [1.25, -2.59, 0.45], [2.82, 3.98, 3.01], [-0.05, -1.66, 4.46], [1.99, 0.60, 0.53], [2.53, -4.49, 1.33], [0.91, 3.41, 4.46], [2.51, 4.65, -2.04]]
}



[4]
{
  "formula": "C36H29N6O4PtS5",
  "method": "ωB97M-V/def2-TZVPD",
  "e_above_lowest_kj_mol": 0.0,
  "mol_weight_g_mol": 965.079,
  "total_charge": 1,
  "elements": ["Pt", "S", "S", "S", "S", "S", "O", "O", "O", "O", "N", "N", "N", "N", "N", "N", "C", "C", "C", "C", "C", "C", "C", "C", "C", "C", "C", "C", "C", "C", "C", "C", "C", "C", "C", "C", "C", "C", "C", "C", "C", "C", "C", "C", "C", "C", "C", "C", "C", "C", "C", "C", "H", "H", "H", "H", "H", "H", "H", "H", "H", "H", "H", "H", "H", "H", "H", "H", "H", "H", "H", "H", "H", "H", "H", "H", "H", "H", "H", "H", "H"],
  "coordinates": [[0.00, 0.16, 0.21], [-1.87, -1.54, -3.92], [-1.56, -2.88, -1.30], [0.80, 1.93, 1.70], [3.82, 2.06, -0.18], [2.10, -0.39, -0.86], [0.09, 1.85, -0.86], [-0.86, 2.00, -4.97], [3.28, 0.03, 7.66], [2.33, 1.94, 8.26], [-0.91, 0.76, -2.62], [-0.99, -0.32, -1.74], [2.77, 1.64, -2.43], [-0.12, -1.60, 1.16], [-7.45, -4.81, 5.27], [-1.77, 0.67, 1.02], [-1.19, -2.08, 1.91], [-3.53, -2.21, 2.68], [2.62, 0.98, 7.36], [0.94, 1.91, 5.70], [-4.00, 0.40, 1.34], [-0.39, 1.81, -2.08], [-1.41, -1.43, -2.25], [0.09, 5.42, -4.29], [-2.40, 1.79, 0.64], [2.77, 0.56, 4.93], [-0.31, 4.28, -4.95], [-4.16, -1.62, 3.78], [0.13, 4.22, -2.22], [-5.16, -2.29, 4.46], [1.23, 1.51, 3.34], [2.83, 1.14, -1.23], [-3.92, -3.48, 2.26], [-0.26, 3.05, -2.87], [-1.97, -3.35, -3.93], [0.90, -2.46, 1.33], [-3.78, 1.66, 0.82], [-4.93, -4.15, 2.93], [3.79, 3.48, -1.33], [0.53, -3.51, 2.18], [2.35, 0.72, 3.62], [-0.49, 3.08, -4.26], [-2.47, -3.80, -2.57], [-2.45, -1.48, 1.97], [-5.55, -3.56, 4.03], [3.52, 2.87, -2.70], [0.50, 2.07, 4.39], [0.31, 5.40, -2.91], [2.09, 1.19, 5.97], [-6.61, -4.26, 4.72], [-0.78, -3.27, 2.54], [-2.74, -0.22, 1.46], [0.60, 6.31, -2.39], [4.74, 4.00, -1.28], [-4.52, 2.42, 0.60], [-2.67, -3.63, -4.72], [0.28, 4.18, -1.14], [1.88, 2.69, 7.87], [0.34, 2.33, 6.50], [-3.53, -3.60, -2.44], [2.94, 3.54, -3.33], [-2.27, -4.86, -2.40], [-1.84, 2.65, 0.29], [1.16, -4.33, 2.48], [-1.02, 1.26, -4.35], [-5.64, -1.85, 5.32], [-4.95, -0.05, 1.57], [0.22, 6.34, -4.85], [-3.45, -3.93, 1.40], [2.20, 1.20, -3.14], [1.84, -2.34, 0.81], [-1.39, -3.85, 3.22], [3.64, -0.04, 5.16], [-3.84, -0.64, 4.11], [-5.25, -5.13, 2.60], [-0.49, 4.28, -6.02], [2.98, 4.14, -1.01], [-0.99, -3.75, -4.15], [2.89, 0.24, 2.81], [-0.40, 2.62, 4.17], [4.45, 2.62, -3.22]]
}



[5]
{
  "formula": "C12H18O3S",
  "method": "ωB97M-V/def2-TZVPD",
  "e_above_lowest_kj_mol": 0.0,
  "smiles": "CCOC(=O)OCSCC.c1ccccc1",
  "mol_weight_g_mol": 242.340,
  "total_charge": 0,
  "elements": ["S", "O", "O", "O", "C", "C", "C", "C", "C", "C", "C", "C", "C", "C", "C", "C", "H", "H", "H", "H", "H", "H", "H", "H", "H", "H", "H", "H", "H", "H", "H", "H", "H", "H"],
  "coordinates": [[0.59, 0.86, -0.93], [4.99, 0.10, -0.42], [4.87, 0.84, -2.47], [3.16, 1.13, -1.16], [-5.49, 1.23, 3.16], [-1.82, -0.43, -0.81], [-0.64, -0.19, -1.78], [6.94, -1.09, -1.23], [-4.80, -0.93, 2.36], [4.40, 0.68, -1.43], [-5.03, -0.52, 1.06], [-5.72, 1.64, 1.86], [-5.49, 0.77, 0.81], [2.20, 0.06, -1.14], [-5.03, -0.05, 3.42], [6.42, 0.12, -0.49], [-4.44, -1.93, 2.56], [6.82, 0.07, 0.51], [-2.76, -0.14, -1.25], [-1.03, 0.38, -2.61], [-6.07, 2.65, 1.66], [-1.80, -1.48, -0.51], [-1.68, 0.15, 0.09], [6.50, -1.16, -2.22], [-4.86, -1.20, 0.24], [6.78, 1.06, -0.91], [2.45, -0.58, -0.31], [-4.85, -0.37, 4.44], [6.69, -1.97, -0.66], [2.26, -0.55, -2.04], [8.02, -1.04, -1.38], [-5.67, 1.09, -0.21], [-5.67, 1.91, 3.99], [-0.23, -1.11, -2.17]]
}



[6]
{
  "formula": "C33H69N3O30S",
  "method": "ωB97M-V/def2-TZVPD",
  "e_tot_ha": -4118.5244,
  "smiles": "NC(N)(N)C[C@@H]1CCOS(=O)(=O)C1.COC(=O)OC.COC(=O)OC.COC(=O)OC.COC(=O)OC.COC(=O)OC.COC(=O)OC.COC(=O)OC.COC(=O)OC.COC(=O)OC",
  "mol_weight_g_mol": 1019.973,
  "total_charge": 0,
  "elements": ["S", "O", "O", "O", "O", "O", "O", "O", "O", "O", "O", "O", "O", "O", "O", "O", "O", "O", "O", "O", "O", "O", "O", "O", "O", "O", "O", "O", "O", "O", "O", "N", "N", "N", "C", "C", "C", "C", "C", "C", "C", "C", "C", "C", "C", "C", "C", "C", "C", "C", "C", "C", "C", "C", "C", "C", "C", "C", "C", "C", "C", "C", "C", "C", "C", "C", "C", "H", "H", "H", "H", "H", "H", "H", "H", "H", "H", "H", "H", "H", "H", "H", "H", "H", "H", "H", "H", "H", "H", "H", "H", "H", "H", "H", "H", "H", "H", "H", "H", "H", "H", "H", "H", "H", "H", "H", "H", "H", "H", "H", "H", "H", "H", "H", "H", "H", "H", "H", "H", "H", "H", "H", "H", "H", "H", "H", "H", "H", "H", "H", "H", "H", "H", "H", "H", "H"],
  "coordinates": [[0.41, -0.02, -1.25], [4.81, -0.18, -8.96], [-4.21, -6.49, 8.67], [-2.82, 7.88, 6.56], [0.56, 0.43, 0.27], [-4.91, -5.13, 10.20], [0.46, -4.33, 3.07], [-5.50, 10.41, 3.76], [0.90, -4.60, -13.18], [-1.07, -0.79, 8.80], [5.70, 1.90, -9.06], [-0.83, -1.82, 10.80], [0.50, 4.89, -0.56], [0.44, 1.16, -2.05], [4.45, -5.34, -6.16], [4.77, 1.09, -10.83], [-0.11, 0.29, 10.41], [3.01, -4.71, -7.79], [-0.35, -5.05, 5.05], [2.25, -2.79, -13.12], [-3.34, -4.40, 8.75], [-0.80, -0.76, -1.45], [-1.50, 4.81, 0.50], [-0.61, 6.72, -0.31], [-6.07, 12.55, 3.31], [-2.35, 6.47, 5.00], [-7.60, 10.90, 3.56], [1.73, -3.73, -11.26], [0.26, -6.51, 3.59], [-2.03, 8.66, 4.59], [5.23, -4.31, -7.90], [2.50, -4.04, -2.81], [0.26, -3.43, -2.54], [1.17, -5.46, -1.55], [1.07, -4.75, -10.51], [0.15, -5.21, 3.83], [0.35, 0.35, 11.76], [-1.77, 7.40, 0.16], [-1.88, 6.19, 3.68], [6.08, 1.76, -7.69], [2.16, -2.71, -14.55], [-0.52, -3.69, 5.45], [0.80, -6.81, 2.30], [5.01, -3.67, -9.16], [-0.68, -0.87, 10.07], [-2.37, 7.76, 5.31], [-1.70, -1.98, 8.31], [-4.86, -3.85, 10.83], [3.34, -5.88, -5.44], [0.62, 3.47, -0.38], [1.68, -3.32, -0.53], [1.56, -3.79, -12.58], [2.22, -1.27, 0.76], [4.12, -4.78, -7.33], [-4.12, 10.80, 3.74], [1.41, -4.03, -1.87], [-8.62, 11.86, 3.33], [-6.36, 11.40, 3.52], [2.37, -1.95, -0.60], [-0.62, 5.41, -0.07], [5.07, 0.83, -9.56], [-3.37, -6.76, 7.54], [1.85, -0.99, -1.68], [4.08, 0.02, -11.49], [-4.08, -5.26, 9.16], [0.84, -0.77, 1.05], [-2.90, 9.22, 7.04], [1.30, -4.56, -9.47], [0.16, -6.42, 1.51], [-1.65, 8.45, -0.08], [2.55, -3.61, -15.01], [3.90, 0.34, -12.51], [-1.88, 7.29, 1.23], [-0.92, -3.71, 6.46], [-3.57, -7.78, 7.24], [2.95, -0.48, 0.88], [0.44, -3.17, 5.47], [-0.05, -4.07, -3.26], [-2.32, -6.67, 7.81], [-3.93, 11.54, 4.51], [1.46, -5.73, -10.78], [4.59, -4.36, -9.88], [2.76, -1.86, -14.85], [0.84, -7.89, 2.22], [-0.50, -3.31, -1.87], [0.75, -0.49, 2.09], [3.40, -4.14, -2.37], [1.57, 3.17, -0.81], [0.63, 3.22, 0.69], [-8.52, 12.30, 2.34], [-2.53, 6.65, 2.94], [-9.57, 11.33, 3.39], [-1.92, 9.69, 7.05], [1.80, -6.41, 2.20], [-3.54, 9.90, 3.95], [-1.97, -1.79, 7.27], [2.47, -3.26, -3.45], [-0.47, 0.22, 12.45], [6.58, 2.69, -7.42], [6.77, 0.93, -7.56], [2.61, -0.25, -1.87], [-2.60, -2.20, 8.87], [4.68, -0.88, -11.50], [1.13, -2.54, -14.86], [5.21, 1.62, -7.06], [-1.92, 5.11, 3.55], [-5.15, -3.07, 10.14], [2.28, -3.97, 0.10], [0.23, -5.57, -1.17], [-3.87, -3.65, 11.23], [0.00, -4.72, -10.66], [0.06, -1.49, 0.84], [-3.85, 11.20, 2.77], [-3.59, 9.81, 6.44], [-0.85, 6.53, 3.56], [3.44, -2.12, -0.71], [-5.57, -3.89, 11.65], [1.60, -1.44, -2.63], [-8.60, 12.64, 4.08], [3.12, -0.17, -11.01], [-1.22, -3.18, 4.79], [2.45, -2.00, 1.53], [-2.67, 7.03, -0.35], [-3.28, 9.16, 8.06], [3.73, -6.29, -4.52], [2.86, -6.67, -6.01], [0.79, 1.33, 11.89], [1.13, -5.91, -2.46], [5.99, -3.34, -9.51], [1.11, -0.41, 11.94], [0.73, -3.21, -0.01], [2.62, -5.10, -5.19], [4.37, -2.80, -9.04], [-3.60, -6.09, 6.72], [-1.02, -2.82, 8.36], [-0.18, 2.95, -0.88]]
}



[7]
{
  "formula": "C6H6N",
  "method": "ωB97M-V/def2-TZVPD",
  "e_above_lowest_kj_mol": 93.0,
  "mol_weight_g_mol": 92.121,
  "s_squared": 2.02,
  "multiplicity": 3,
  "total_charge": 1,
  "elements": ["N", "C", "C", "C", "C", "C", "C", "H", "H", "H", "H", "H", "H"],
  "coordinates": [[0.82, -1.01, -0.36], [-0.16, -0.96, 0.28], [-1.30, -0.68, 0.87], [-0.47, 2.00, -0.19], [-1.95, 0.40, 1.11], [1.93, -1.52, -1.01], [-1.20, 1.80, 0.80], [1.81, -2.59, -1.21], [2.81, -1.35, -0.40], [0.05, 1.94, -1.10], [-2.93, 0.55, 1.52], [2.05, -1.00, -1.96], [-1.46, 2.43, 1.63]]
}



[8]
{
  "formula": "C6H13N3",
  "method": "ωB97M-V/def2-TZVPD",
  "e_above_lowest_kj_mol": 194.0,
  "smiles": "C/C(N)=C(C)\\C(N)=C\\N",
  "mol_weight_g_mol": 127.191,
  "total_charge": 0,
  "elements": ["N", "N", "N", "C", "C", "C", "C", "C", "C", "H", "H", "H", "H", "H", "H", "H", "H", "H", "H", "H", "H", "H"],
  "coordinates": [[2.36, -0.25, -0.59], [-2.03, 1.05, 0.96], [0.70, -2.70, -0.14], [-1.12, 0.37, 0.13], [0.63, 2.27, 0.24], [-1.81, -0.34, -1.01], [0.21, 0.84, 0.04], [1.08, -0.26, -0.01], [0.43, -1.44, 0.38], [-2.93, 0.60, 1.05], [1.45, -2.73, -0.82], [-2.38, -1.21, -0.67], [3.02, -0.86, -0.12], [-0.10, -1.49, 1.32], [0.71, 2.53, 1.30], [1.60, 2.46, -0.22], [-1.64, 1.32, 1.86], [0.76, -3.46, 0.53], [2.73, 0.67, -0.74], [-1.09, -0.68, -1.76], [-0.07, 2.98, -0.21], [-2.51, 0.34, -1.51]]
}